ORCA calculation (ωB97M-V/def2-TZVPD) on a 3-piece molecular cluster, C22H35F8IO7 overall at a distorted geometry.

The geometry in XYZ format:
```
73
Properties=species:S:1:pos:R:3:forces:R:3:lowdin_charge:R:1
C 2.215 -1.012 1.306 -1.08 6.71 -6.92 0.04
C 2.095 -0.074 0.245 0.38 -5.82 7.31 -0.08
C 1.862 1.071 -0.911 0.00 -0.83 -0.24 -0.19
C 0.265 1.256 -1.339 -0.06 -1.86 -0.28 -0.21
C -0.711 1.102 -0.037 1.22 0.50 0.26 -0.24
C -2.173 1.819 -0.142 1.16 -0.64 1.67 -0.75
I -1.782 4.007 -0.379 -0.21 -0.98 -0.02 0.85
C -2.897 1.687 1.321 -0.69 0.26 0.43 -0.19
C -3.659 0.273 1.615 -0.99 0.76 0.77 -0.17
O -2.821 -0.931 1.535 0.39 1.26 1.16 -0.22
C -1.906 -1.062 2.679 -0.19 0.04 -0.99 -0.07
C -2.427 -2.391 3.534 -1.97 0.68 -1.69 -0.13
F -3.511 -1.889 4.430 3.26 -1.91 -2.08 0.01
F -3.104 -3.339 2.574 2.36 2.77 3.24 0.01
C -1.225 -3.196 4.306 -0.74 -3.29 -0.37 -0.10
F -1.728 -4.606 4.506 1.76 4.32 -0.46 0.02
F -0.023 -3.316 3.427 -3.78 0.68 2.93 0.02
C -0.851 -2.610 5.791 0.45 -1.18 1.40 -0.12
F -1.974 -2.732 6.789 3.68 0.50 -3.63 0.03
F 0.251 -3.462 6.324 -3.26 2.75 -1.62 0.02
C -0.296 -1.060 5.793 1.04 1.81 1.39 -0.07
F -1.360 -0.026 5.774 2.84 -3.27 -0.51 -0.02
F 0.695 -0.762 4.725 -3.33 -1.14 2.66 -0.02
O -2.995 1.454 -1.296 1.49 -3.60 0.84 -0.13
C -2.881 0.045 -1.678 -3.51 -0.90 -6.85 -0.12
O -3.403 -0.306 -2.886 3.46 2.52 8.07 -0.05
H 2.273 -1.701 2.277 -0.08 1.93 -2.88 0.05
H 2.401 0.671 -1.895 -0.94 1.00 2.31 0.12
H 2.324 2.105 -0.576 -0.87 -2.28 -0.55 0.12
H 0.088 2.204 -2.000 0.48 -1.59 1.61 0.09
H 0.033 0.322 -2.045 0.44 2.02 1.41 0.13
H -0.736 -0.048 0.240 -0.32 2.38 -0.61 0.11
H -0.143 1.625 0.873 -1.43 -1.05 -1.90 0.13
H -3.683 2.579 1.427 1.52 -2.16 -0.22 0.12
H -2.123 1.851 2.203 -1.30 -0.19 -2.15 0.12
H -4.082 0.326 2.730 0.72 0.05 -2.42 0.15
H -4.573 0.150 0.887 1.97 -0.01 1.35 0.15
H -0.821 -1.196 2.234 -2.13 -0.03 1.16 0.14
H -1.958 -0.064 3.286 0.20 -2.28 -0.58 0.13
H 0.276 -0.922 6.830 -1.30 -0.23 -2.47 0.20
H -2.445 -0.834 -1.043 -0.59 2.34 -0.53 0.13
C 2.071 6.779 -3.869 0.09 0.01 -0.12 -0.11
O 3.455 6.747 -3.543 -0.30 -0.19 0.43 -0.19
C 3.676 6.614 -2.134 0.38 -0.21 -0.44 -0.19
C 4.060 5.179 -1.766 -0.52 0.21 0.20 -0.19
O 2.967 4.279 -1.974 0.29 0.08 -0.31 -0.22
C 3.108 3.527 -3.175 -0.13 0.03 0.16 -0.11
H 1.969 6.659 -4.951 0.13 0.05 0.12 0.09
H 1.517 5.972 -3.378 0.06 0.08 0.01 0.08
H 1.645 7.746 -3.583 -0.11 -0.04 0.02 0.09
H 2.797 6.946 -1.567 0.07 -0.16 -0.07 0.13
H 4.508 7.278 -1.880 -0.01 -0.05 0.04 0.12
H 4.303 5.144 -0.699 0.02 0.03 -0.02 0.12
H 4.948 4.852 -2.322 -0.14 0.10 -0.03 0.13
H 3.879 2.763 -3.042 0.07 -0.03 -0.13 0.09
H 3.360 4.165 -4.026 0.03 -0.01 0.06 0.09
H 2.157 3.031 -3.381 0.05 0.07 0.11 0.08
C -1.536 -3.307 -1.263 0.13 0.08 -0.04 -0.10
O -0.119 -3.320 -1.139 -0.22 -0.40 0.10 -0.20
C 0.353 -4.481 -0.446 0.34 0.27 -0.40 -0.19
C 0.921 -5.517 -1.418 -0.56 -0.16 0.23 -0.19
O -0.108 -6.071 -2.245 0.27 0.44 -0.06 -0.19
C -0.110 -5.510 -3.554 -0.12 -0.17 0.11 -0.11
H -1.811 -2.528 -1.980 0.13 -0.12 -0.05 0.07
H -1.923 -4.264 -1.627 0.03 0.09 0.06 0.09
H -1.990 -3.068 -0.297 -0.15 -0.09 0.07 0.08
H -0.441 -4.915 0.175 0.05 -0.01 -0.17 0.13
H 1.154 -4.147 0.221 0.01 -0.02 -0.01 0.11
H 1.345 -6.344 -0.841 0.01 0.04 0.02 0.12
H 1.724 -5.086 -2.029 -0.14 0.06 0.07 0.13
H 0.737 -5.903 -4.123 0.04 0.09 -0.10 0.09
H -0.066 -4.418 -3.528 0.04 -0.03 0.02 0.08
H -1.035 -5.809 -4.052 0.09 -0.05 0.13 0.09
```
Forces are in eV/Å.

Calculated values
- Spin multiplicity: 1
- Structure (SMILES): C#CCCC[C@](I)(CCOCC(F)(F)C(F)(F)C(F)(F)C(F)F)OC=O.COCCOC.COCCOC
- Calculated total energy: -67539.1419 eV


ORCA calculation (ωB97M-V/def2-TZVPD) on C33H40MnN4P2 as an isolated structure at a distorted geometry.

The geometry in XYZ format:
```
80
Properties=species:S:1:pos:R:3:forces:R:3:lowdin_charge:R:1
Mn 1.924 1.304 -1.044 -0.56 -1.58 0.23 0.51
C 3.533 2.281 -0.663 1.49 1.00 1.24 -0.24
C 2.586 2.588 0.373 0.32 0.27 0.62 -0.24
C 1.714 3.820 0.454 0.49 0.47 0.51 -0.21
C 1.042 4.099 -0.875 -0.43 0.37 -0.32 -0.18
C 0.778 2.803 -1.646 -0.25 0.24 -1.28 -0.25
C 1.607 2.225 -2.722 -1.74 1.14 -0.73 -0.24
C 2.950 2.824 -3.094 -0.81 -0.63 -1.40 -0.21
C 3.831 3.122 -1.923 1.35 0.46 1.40 -0.17
C -1.315 -1.964 -1.577 0.21 -0.77 -0.25 -0.13
H 4.365 1.644 -0.304 -0.42 0.60 -0.43 0.10
H 2.781 2.151 1.358 0.29 0.00 -0.17 0.09
H 2.279 4.710 0.771 0.14 -0.15 -0.13 0.12
H 0.980 3.735 1.270 -0.03 -0.39 -0.22 0.10
H 0.069 4.573 -0.670 0.32 0.07 -0.28 0.11
H 1.647 4.834 -1.431 -0.32 -0.40 -0.08 0.12
H -0.300 2.606 -1.736 0.47 0.00 -0.27 0.07
H 1.058 1.746 -3.562 0.41 0.38 0.65 0.09
H 2.825 3.724 -3.721 0.01 -0.27 0.16 0.13
H 3.407 2.061 -3.739 0.18 0.29 0.01 0.11
H 4.882 2.881 -2.172 -0.45 0.39 -0.03 0.12
H 3.796 4.208 -1.702 0.09 -0.61 0.15 0.12
H -0.259 -2.031 -1.329 0.17 -0.17 0.15 0.02
H -1.346 -2.106 -2.679 -0.43 0.61 0.64 0.09
H -1.804 -2.852 -1.120 0.00 1.01 0.04 0.08
P -1.789 -0.308 -1.042 -3.73 5.42 -2.54 1.14
P 0.160 -1.266 1.822 3.42 1.03 2.00 1.09
N -1.811 0.725 -2.579 1.18 -1.68 1.34 -0.16
N -3.482 0.009 -0.647 1.18 -1.11 -0.29 -0.21
N 1.720 -0.848 1.094 -0.92 0.57 -0.95 -0.14
N 0.338 -1.524 3.516 -0.07 1.15 -0.83 -0.18
C -0.954 0.786 0.201 1.21 -0.20 0.65 -0.26
C -0.623 0.340 1.659 -1.45 -0.09 -0.41 -0.23
C -1.136 0.314 -3.733 -0.63 -0.05 -0.87 -0.17
C -1.542 1.102 -4.802 0.81 -0.94 1.07 -0.06
C -2.392 2.112 -4.284 0.22 -0.68 1.36 -0.04
C -2.520 1.889 -2.919 -0.51 0.05 -0.68 -0.11
C -4.490 -0.708 -1.293 -0.99 0.10 0.55 -0.12
C -5.725 -0.261 -0.849 1.27 -0.51 -0.60 -0.04
C -5.491 0.806 0.063 1.23 0.00 -0.20 -0.04
C -4.122 0.983 0.146 -0.53 -0.02 0.56 -0.12
C 2.025 -0.655 -0.383 1.57 -2.52 1.94 -0.21
C 3.480 -0.707 -0.446 -2.13 -1.18 0.93 -0.04
C 3.981 -0.625 0.887 -0.94 0.25 0.02 -0.04
C 2.891 -0.534 1.750 0.97 -1.40 0.07 -0.10
C 1.178 -0.860 4.419 0.43 -0.37 1.31 -0.12
C 1.110 -1.504 5.652 -0.26 0.71 -1.44 -0.02
C 0.086 -2.504 5.542 -0.04 0.49 -0.84 -0.03
C -0.393 -2.459 4.255 0.20 -0.96 0.77 -0.10
H -1.623 1.651 0.336 0.04 -0.34 -0.64 0.09
H -0.005 1.233 -0.245 -1.09 -0.42 0.01 0.04
H 0.118 1.059 2.076 -0.17 -0.59 -0.28 0.12
H -1.496 0.396 2.330 0.10 -0.19 -0.34 0.11
H -0.474 -0.543 -3.683 -0.10 0.28 -0.30 0.10
H -1.245 0.941 -5.830 0.03 0.16 0.17 0.11
H -2.848 2.886 -4.876 -0.11 0.16 0.24 0.11
H -3.103 2.444 -2.205 -0.05 -0.13 0.15 0.11
H -4.205 -1.451 -2.016 -0.23 -0.20 -0.10 0.11
H -6.680 -0.645 -1.170 0.07 0.03 -0.01 0.11
H -6.256 1.384 0.574 0.35 -0.04 -0.12 0.12
H -3.575 1.736 0.695 -0.04 -0.18 0.01 0.10
H 1.385 -1.157 -1.099 0.18 -0.16 0.11 0.08
H 3.997 -1.131 -1.309 0.01 0.91 0.06 0.14
H 5.008 -0.719 1.238 -0.30 0.46 -0.31 0.13
H 2.911 -0.417 2.835 0.15 -0.24 -0.71 0.10
H 1.699 0.038 4.116 0.01 -0.24 0.25 0.10
H 1.713 -1.277 6.524 -0.24 0.08 -0.22 0.12
H -0.274 -3.141 6.341 0.03 0.10 -0.25 0.12
H -1.186 -3.017 3.791 0.13 -0.13 0.14 0.10
C -0.932 -5.655 1.769 0.25 0.64 -0.04 -0.01
C -1.938 -4.690 1.696 -0.19 0.25 -0.15 -0.04
C -1.636 -3.347 1.471 0.32 0.31 0.18 -0.12
C -0.292 -2.907 1.411 -1.30 -1.50 -1.27 -0.35
C 0.712 -3.897 1.331 -0.04 0.46 0.11 -0.03
C 0.383 -5.250 1.507 0.25 0.13 -0.01 -0.02
H -1.171 -6.692 2.028 0.15 0.43 -0.26 0.14
H -2.977 -4.971 1.832 0.11 0.01 -0.09 0.13
H -2.429 -2.609 1.375 -0.15 -0.15 0.31 0.12
H 1.725 -3.533 1.140 -0.06 -0.55 0.25 0.12
H 1.168 -6.004 1.470 -0.10 0.29 0.00 0.13
```
Forces are in eV/Å.

Calculated values
- Spin multiplicity: 4
- Charge: +2
- ⟨S²⟩: 4.103
- Relative energy (zero: lowest compared OMol25 entry of this formula, charge and spin): 0.0 kJ/mol


ORCA calculation (ωB97M-V/def2-TZVPD) on one molecule with the formula C24H25N3O6S at a distorted geometry.

The geometry in XYZ format:
```
59
Properties=species:S:1:pos:R:3:forces:R:3:lowdin_charge:R:1
C 3.322 3.142 -4.144 -0.07 0.21 -0.02 -0.09
O 3.781 1.817 -4.021 0.05 -0.34 0.07 -0.08
C 2.980 0.906 -3.406 -0.05 -0.16 0.05 -0.27
C 1.715 1.171 -2.895 0.15 0.26 -0.13 0.00
C 0.989 0.164 -2.282 0.21 -0.17 0.08 -0.01
C 1.504 -1.118 -2.188 0.07 0.55 -0.39 -0.27
N 0.751 -2.155 -1.588 -0.96 -0.13 -0.28 -0.19
C 1.218 -2.720 -0.341 0.20 -0.08 0.41 -0.08
C 1.431 -1.639 0.737 0.13 -0.18 -0.07 -0.46
O 2.494 -1.466 1.281 0.12 -0.09 0.01 0.08
N 0.299 -0.927 0.961 -0.96 -0.10 -0.34 0.05
N 0.271 0.125 1.806 0.34 0.49 0.49 0.09
C -0.833 0.743 1.951 -0.06 -0.80 -0.66 -0.07
C -0.941 1.881 2.832 -0.08 0.57 0.43 -0.14
C 0.164 2.345 3.541 -0.44 -0.11 -0.23 -0.01
C 0.084 3.431 4.387 0.02 0.36 0.29 -0.02
C -1.134 4.086 4.541 -0.01 -0.19 -0.15 -0.27
O -1.348 5.165 5.340 -0.22 -0.20 -0.22 -0.08
C -0.265 5.681 6.078 0.19 0.08 0.12 -0.09
C -2.256 3.637 3.841 -0.17 0.14 0.06 0.06
C -2.176 2.548 2.992 0.48 -0.04 0.12 -0.22
O -3.227 2.060 2.282 0.34 -0.13 0.00 -0.09
C -4.482 2.685 2.411 -0.24 0.11 0.01 -0.08
S -0.862 -2.335 -1.942 0.29 -0.46 -0.18 0.69
O -1.151 -1.618 -3.143 0.19 -0.08 -0.11 -0.25
O -1.663 -2.056 -0.772 0.02 -0.31 -0.02 -0.30
C -0.925 -4.093 -2.265 -0.11 0.49 0.24 -0.28
C -0.217 -4.569 -3.352 0.07 -0.05 -0.16 -0.05
C -0.229 -5.926 -3.623 0.03 0.13 -0.02 -0.06
C -0.945 -6.787 -2.803 -0.05 -0.04 0.06 -0.07
C -1.652 -6.297 -1.717 0.02 -0.02 -0.04 -0.07
C -1.644 -4.938 -1.444 -0.11 0.11 0.13 -0.06
C 2.768 -1.389 -2.703 -0.14 0.07 0.04 0.00
C 3.500 -0.386 -3.298 0.05 0.18 -0.03 0.01
H 3.144 3.597 -3.165 -0.01 -0.02 -0.03 0.10
H 2.407 3.196 -4.743 0.03 0.00 0.03 0.10
H 4.118 3.682 -4.654 -0.09 0.00 0.04 0.09
H 1.284 2.157 -2.957 -0.01 0.10 -0.03 0.11
H 0.008 0.373 -1.885 -0.06 0.09 0.04 0.12
H 2.169 -3.238 -0.491 -0.15 0.09 0.09 0.13
H 0.466 -3.439 -0.007 0.17 -0.09 0.13 0.12
H -0.563 -1.190 0.466 0.40 0.08 0.22 0.10
H -1.738 0.437 1.417 0.09 -0.04 0.00 0.13
H 1.096 1.821 3.405 0.13 -0.04 0.01 0.12
H 0.965 3.757 4.917 0.07 0.05 0.06 0.10
H -0.665 6.529 6.632 0.07 -0.06 -0.02 0.09
H 0.129 4.941 6.782 -0.01 0.02 -0.04 0.10
H 0.540 6.024 5.422 -0.03 -0.03 0.03 0.10
H -3.176 4.177 3.995 -0.13 0.03 -0.01 0.11
H -5.155 2.127 1.762 0.01 0.08 0.06 0.09
H -4.446 3.729 2.085 0.01 -0.04 0.03 0.10
H -4.849 2.638 3.441 0.03 0.01 -0.04 0.10
H 0.322 -3.867 -3.969 0.13 0.01 -0.16 0.12
H 0.317 -6.314 -4.469 0.05 -0.01 -0.07 0.11
H -0.953 -7.846 -3.015 0.00 -0.09 -0.01 0.11
H -2.210 -6.971 -1.085 -0.05 -0.04 0.06 0.11
H -2.189 -4.521 -0.611 -0.07 -0.01 0.12 0.11
H 3.175 -2.385 -2.629 0.05 -0.13 -0.01 0.12
H 4.484 -0.578 -3.697 0.12 -0.03 -0.04 0.12
```
Forces are in eV/Å.

Calculated values
- Spin multiplicity: 1
- Structure (SMILES): COc1ccc(N(CC(=O)N/N=C/c2ccc(OC)cc2OC)S(=O)(=O)c2ccccc2)cc1
- Relative energy (zero: lowest compared OMol25 entry of this formula, charge and spin): 354.7 kJ/mol


ORCA calculation (ωB97M-V/def2-TZVPD) on C17H26B2F4GeN7O4OsSe as an isolated structure at a distorted geometry.

The geometry in XYZ format:
```
63
Properties=species:S:1:pos:R:3:forces:R:3:lowdin_charge:R:1
Os -1.087 -0.210 0.841 2.17 0.94 -1.21 1.46
C 1.340 1.899 3.633 0.07 0.36 0.01 0.05
C 0.630 0.923 2.792 0.08 0.12 0.16 -0.19
N -0.338 1.234 1.964 -0.35 -0.40 0.00 -0.19
O -0.649 2.473 1.610 0.21 0.55 0.23 0.06
B -2.151 2.659 1.185 0.46 -0.63 0.97 -1.04
F -2.422 3.940 1.165 0.07 0.42 -0.24 0.31
F -2.851 1.820 2.011 -0.40 0.15 0.05 0.18
O -2.359 2.102 -0.251 -0.99 -1.08 -1.11 0.11
N -2.316 0.782 -0.373 0.44 1.63 0.93 -0.12
C -2.906 0.127 -1.342 -0.22 -0.81 -0.98 -0.18
C -3.878 0.734 -2.269 -0.23 0.23 -0.14 0.05
C -2.441 -1.264 -1.449 -1.01 0.76 -1.06 -0.15
N -1.496 -1.543 -0.582 1.11 -1.16 1.45 -0.11
O -0.742 -2.623 -0.642 -1.03 0.65 -1.23 0.15
B -0.322 -3.238 0.741 -0.05 0.55 1.38 -1.03
F -1.435 -3.095 1.529 -0.15 -0.47 -0.10 0.18
F 0.174 -4.430 0.519 0.19 -0.26 -0.36 0.31
O 0.766 -2.363 1.391 0.45 -0.22 0.36 0.10
N 0.389 -1.161 1.789 -0.24 0.02 -0.14 -0.13
C 1.022 -0.492 2.723 0.20 -0.13 -0.02 -0.19
C 2.073 -1.075 3.578 0.23 -0.28 0.11 0.05
C -2.935 -2.229 -2.443 0.17 -0.19 -0.13 0.06
H 0.926 2.896 3.493 0.03 -0.03 0.04 0.11
H 2.406 1.913 3.401 0.04 0.00 -0.05 0.12
H 1.265 1.626 4.687 -0.08 -0.08 0.05 0.13
H -4.022 1.789 -2.035 -0.01 -0.11 -0.06 0.11
H -4.840 0.220 -2.189 0.00 -0.02 0.04 0.13
H -3.565 0.632 -3.311 0.06 0.01 0.03 0.12
H 2.240 -2.122 3.327 -0.02 0.10 0.01 0.11
H 1.777 -1.013 4.628 -0.07 0.03 0.03 0.13
H 3.018 -0.535 3.498 -0.02 0.06 -0.08 0.12
H -3.141 -1.761 -3.403 0.01 0.07 -0.05 0.11
H -3.881 -2.660 -2.098 -0.07 0.02 0.09 0.14
H -2.229 -3.052 -2.560 -0.07 0.05 -0.04 0.11
C 4.316 2.279 -2.509 -0.44 -0.78 0.06 -0.19
Ge 3.958 0.335 -2.731 0.98 0.13 -0.53 1.03
C 3.977 -0.276 -4.626 -0.36 0.15 0.93 -0.18
C 4.666 -0.925 -1.377 -0.51 0.38 -0.43 -0.18
C 1.578 0.046 -2.216 -0.69 -0.14 0.18 -0.40
Se 0.934 1.030 -0.784 0.13 -0.17 0.15 1.10
C 0.361 2.652 -1.682 -0.28 0.38 -0.23 -0.26
H 5.392 2.388 -2.652 0.12 -0.08 0.00 0.05
H 4.067 2.649 -1.517 0.02 -0.02 0.06 0.02
H 3.823 2.877 -3.272 -0.07 -0.07 -0.06 0.04
H 5.014 -0.180 -4.951 0.10 0.03 0.05 0.05
H 3.356 0.351 -5.263 0.01 0.05 0.03 0.04
H 3.677 -1.319 -4.711 0.02 0.00 0.01 0.04
H 5.750 -0.808 -1.373 0.08 0.10 -0.04 0.05
H 4.435 -1.955 -1.644 -0.04 0.01 -0.07 0.04
H 4.292 -0.712 -0.378 0.01 0.08 0.05 0.02
H 1.597 -1.022 -2.033 0.29 -0.10 0.07 0.03
H 1.188 0.340 -3.183 0.21 0.20 -0.23 0.05
H 1.233 3.115 -2.146 0.06 -0.17 0.12 0.05
H -0.060 3.340 -0.947 0.14 -0.21 0.06 0.05
H -0.387 2.430 -2.442 0.06 -0.12 0.09 0.06
N -2.450 -0.778 2.083 -2.03 -0.85 2.03 0.08
C -3.251 -1.051 2.883 2.35 0.76 -2.40 0.01
C -4.182 -1.363 3.837 -1.29 -0.42 1.37 -0.13
C -5.140 -2.360 3.594 0.89 0.76 0.04 -0.11
N -5.899 -3.183 3.354 -0.87 -0.90 -0.26 0.29
C -4.158 -0.685 5.068 0.05 -0.44 -1.09 -0.12
N -4.103 -0.117 6.061 0.07 0.63 1.10 0.29
```
Forces are in eV/Å.

Calculated values
- Spin multiplicity: 5
- Charge: +3
- ⟨S²⟩: 6.083
- Calculated total energy: -173194.4994 eV